C27H53F2N3O6S | the ωB97M-V functional and the def2-TZVPD basis

```
92
C27H53F2N3O6S | OMol25 | the ωB97M-V functional and the def2-TZVPD basis
C -0.632 -5.865 5.154
C 0.860 -5.537 4.618
O 1.337 -4.245 5.081
C 0.991 -3.249 4.135
O -0.207 -2.992 3.959
C 2.135 -2.468 3.362
C 1.615 -1.937 1.920
C 1.816 -0.358 1.783
N 0.821 0.378 0.970
C 1.063 0.375 -0.493
C 0.918 -1.030 -1.239
C 2.271 -1.502 -1.984
F 1.877 -2.596 -2.857
S -0.790 0.142 1.430
O -1.511 -0.986 0.773
O -0.861 -0.102 2.917
F -1.595 1.604 1.204
H -0.726 -6.942 5.501
H -0.770 -5.206 6.080
H -1.426 -5.640 4.369
H 1.531 -6.374 5.007
H 0.865 -5.543 3.479
H 3.047 -3.153 3.237
H 2.496 -1.602 4.021
H 2.337 -2.423 1.166
H 0.586 -2.327 1.655
H 2.880 -0.121 1.422
H 1.766 0.073 2.847
H 2.148 0.723 -0.650
H 0.423 1.206 -0.961
H 0.167 -0.867 -2.095
H 0.485 -1.869 -0.612
H 2.700 -0.691 -2.648
H 3.004 -1.944 -1.242
C 0.640 4.204 5.709
C 1.753 5.134 5.161
C 1.217 6.560 4.893
C 0.430 6.714 3.599
C 1.236 6.168 2.424
C 1.676 4.708 2.645
N 2.373 4.503 3.956
O 3.621 5.013 3.830
C 0.426 3.803 2.530
C 2.548 4.266 1.445
C 2.721 5.258 6.369
H 0.108 3.632 4.955
H 1.055 3.452 6.388
H -0.111 4.770 6.267
H 2.060 7.261 4.852
H 0.597 6.893 5.731
H -0.537 6.211 3.685
H 0.206 7.771 3.430
H 0.633 6.249 1.514
H 2.111 6.807 2.268
H 0.663 2.768 2.796
H 0.045 3.792 1.505
H -0.414 4.138 3.137
H 3.424 4.902 1.300
H 1.979 4.310 0.512
H 2.890 3.233 1.571
H 3.204 4.302 6.593
H 2.172 5.567 7.263
H 3.502 6.004 6.207
C -2.245 -4.425 -4.806
C -2.651 -2.931 -4.727
C -4.118 -2.719 -5.169
C -4.337 -2.715 -6.676
C -3.382 -1.729 -7.344
C -1.910 -2.010 -6.990
N -1.677 -2.113 -5.513
O -1.708 -0.856 -5.013
C -1.475 -3.306 -7.717
C -1.025 -0.921 -7.644
C -2.616 -2.647 -3.202
H -1.783 -4.725 -5.741
H -1.506 -4.673 -4.037
H -3.108 -5.079 -4.654
H -4.477 -1.758 -4.781
H -4.761 -3.480 -4.716
H -4.210 -3.724 -7.077
H -5.370 -2.430 -6.895
H -3.528 -1.776 -8.428
H -3.657 -0.713 -7.043
H -0.474 -3.616 -7.405
H -1.444 -3.152 -8.799
H -2.162 -4.139 -7.570
H -1.298 0.090 -7.334
H -1.121 -0.943 -8.734
H 0.031 -1.080 -7.407
H -1.597 -2.708 -2.808
H -3.221 -3.382 -2.663
H -3.020 -1.665 -2.946
```

Results
Charge ... 0
F_max ... 6.758 eV/A
HOMO level (alpha / beta) ... -8.89 / -9.54 eV
LUMO energy (alpha / beta) ... 0.10 / -0.06 eV
Orbital gap (alpha / beta) ... 8.996 / 9.484 eV
Spin multiplicity ... 3
Relative energy (zero: lowest compared OMol25 entry of this formula, charge and spin) ... 79.80 kcal/mol

Need the Mulliken charges? In units of e they are: -0.87, -0.16, -0.38, 0.39, -0.48, -0.71, -0.11, -1.22, 0.44, -1.08, 0.09, -0.37, -0.31, 1.18, -0.52, -0.60, -0.27, 0.33, 0.24, 0.21, 0.30, 0.23, 0.31, 0.41, 0.17, 0.39, 0.36, 0.44, 0.37, 0.38, 0.14, 0.27, 0.28, 0.20, -1.50, 1.61, -1.36, -0.48, -1.43, 2.22, 0.37, -0.56, -2.13, -1.80, -1.74, 0.29, 0.42, 0.30, 0.37, 0.42, 0.27, 0.41, 0.37, 0.35, 0.29, 0.55, 0.35, 0.40, 0.41, 0.32, 0.47, 0.39, 0.37, -1.60, 1.94, -1.39, -0.54, -1.18, 1.72, 0.40, -0.56, -1.94, -1.81, -1.97, 0.34, 0.40, 0.32, 0.39, 0.42, 0.28, 0.39, 0.38, 0.36, 0.40, 0.44, 0.40, 0.36, 0.42, 0.44, 0.42, 0.36, 0.41



C27H54AsF6O27 | the ωB97M-V functional and the def2-TZVPD basis

```
115
C27H54AsF6O27 | OMol25 | the ωB97M-V functional and the def2-TZVPD basis
As 9.447 11.891 8.921
F 8.565 11.405 7.453
F 11.041 11.694 8.183
F 10.281 12.275 10.503
F 7.808 12.066 9.620
F 9.590 10.195 9.407
F 9.383 13.611 8.489
C 11.160 5.525 5.494
O 10.571 6.809 5.532
C 10.069 7.368 6.691
O 9.477 8.407 6.694
O 10.160 6.560 7.769
C 9.810 7.011 9.101
H 12.049 5.418 6.116
H 11.409 5.219 4.478
H 10.482 4.749 5.850
H 10.031 6.230 9.829
H 8.736 7.195 9.071
H 10.489 7.848 9.257
C 12.697 13.682 6.658
O 11.878 12.986 5.745
C 10.620 13.441 5.473
O 9.677 12.712 5.138
O 10.520 14.768 5.678
C 9.311 15.577 5.421
H 12.172 13.867 7.596
H 13.100 14.658 6.387
H 13.586 13.106 6.913
H 9.521 16.594 5.754
H 8.481 15.138 5.975
H 9.023 15.577 4.370
C 3.573 11.476 8.435
O 4.460 12.599 8.283
C 5.571 12.513 7.430
O 5.990 11.535 6.766
O 6.102 13.722 7.150
C 5.667 14.981 7.578
H 2.565 11.835 8.640
H 3.950 10.829 9.227
H 3.353 10.883 7.547
H 5.555 14.992 8.662
H 4.748 15.154 7.017
H 6.427 15.697 7.267
C 5.417 12.797 11.544
O 4.128 12.195 11.357
C 3.152 12.305 12.230
O 3.216 12.838 13.347
O 2.065 11.846 11.599
C 0.772 11.845 12.274
H 6.297 12.297 11.141
H 5.641 12.887 12.607
H 5.496 13.819 11.174
H 0.694 11.014 12.975
H 0.054 11.652 11.477
H 0.390 12.825 12.559
C 12.909 8.861 10.006
O 12.279 8.430 11.234
C 12.438 7.187 11.726
O 13.044 6.302 11.085
O 11.623 7.034 12.765
C 11.574 5.774 13.418
H 12.952 8.102 9.225
H 13.956 9.108 10.183
H 12.532 9.692 9.410
H 11.793 5.786 14.486
H 12.355 5.135 13.005
H 10.561 5.403 13.266
C 8.917 16.588 9.549
O 10.326 16.354 9.163
C 11.052 17.346 8.680
O 10.701 18.533 8.744
O 12.072 16.900 8.080
C 12.992 17.814 7.319
H 8.694 16.884 10.574
H 8.343 15.680 9.366
H 8.480 17.342 8.894
H 12.600 18.635 6.718
H 13.511 17.237 6.553
H 13.731 18.262 7.984
C 17.155 12.567 7.959
O 16.396 12.959 9.075
C 15.194 12.414 9.284
O 14.705 11.433 8.625
O 14.633 13.155 10.249
C 13.234 13.004 10.499
H 17.446 11.521 8.054
H 18.102 13.105 7.927
H 16.626 12.625 7.007
H 12.790 13.916 10.099
H 12.980 12.808 11.540
H 12.798 12.221 9.877
C 12.548 9.842 6.500
O 12.890 9.848 5.064
C 11.974 9.991 4.134
O 10.770 10.094 4.255
O 12.548 10.004 2.939
C 13.662 9.218 2.512
H 11.503 10.034 6.743
H 13.153 10.685 6.834
H 12.925 8.971 7.036
H 13.389 8.163 2.518
H 14.437 9.424 3.251
H 14.145 9.467 1.567
C 8.869 14.220 12.651
O 8.322 15.510 12.621
C 7.526 15.915 13.637
O 7.103 15.332 14.602
O 7.068 17.189 13.261
C 5.858 17.705 13.787
H 9.945 14.201 12.479
H 8.507 13.759 11.732
H 8.547 13.589 13.479
H 5.002 17.058 13.977
H 5.488 18.453 13.086
H 6.229 18.281 14.636
```

Results
Charge ... -1
F_max ... 5.503 eV/A
HOMO level ... -7.08 eV
LUMO energy ... 2.25 eV
Orbital gap ... 9.330 eV
Relative energy (zero: lowest compared OMol25 entry of this formula, charge and spin) ... 117.47 kcal/mol

Atomic partial charges in e from the Mulliken method, atoms 1 to 99: 1.96, -0.50, -0.28, -0.53, -0.38, -0.52, -0.41, -0.74, -0.26, 0.75, -0.41, -0.45, 0.18, 0.29, 0.25, 0.31, 0.10, 0.34, -0.32, -0.08, -0.15, 0.70, -0.53, -0.31, -0.57, -0.01, 0.31, -0.07, 0.23, 0.03, 0.36, -0.74, -0.28, 0.86, -0.59, -0.21, -0.44, 0.26, 0.27, 0.34, 0.15, 0.29, 0.11, -0.74, -0.17, 0.67, -0.62, -0.25, -0.72, 0.12, 0.56, 0.23, 0.29, 0.26, 0.32, -0.70, -0.22, 0.83, -0.63, -0.30, -0.72, 0.44, 0.43, -0.04, 0.27, 0.34, 0.25, -0.51, -0.11, 0.64, -0.68, -0.14, -0.82, 0.31, -0.05, 0.39, 0.35, 0.27, 0.32, -0.67, -0.38, 0.76, -0.49, -0.39, 0.04, 0.30, 0.24, 0.28, 0.07, 0.35, -0.15, -0.13, -0.47, 0.85, -0.48, -0.40, -0.67, 0.05, -0.03



C27H54BBrCl14N3O2 | the ωB97M-V functional and the def2-TZVPD basis

```
102
C27H54BBrCl14N3O2 | OMol25 | the ωB97M-V functional and the def2-TZVPD basis
C -1.890 3.666 -2.198
C -3.388 3.234 -2.081
O -3.801 2.967 -0.751
C -3.343 1.700 -0.277
C -2.717 1.889 1.131
C -2.548 0.556 1.901
C -1.618 -0.471 1.156
C -0.095 -0.205 1.529
C 0.786 -0.401 0.294
C 0.568 -1.452 -0.568
N 1.540 -1.267 -1.584
B 1.711 -2.117 -2.817
N 2.393 -1.500 -3.981
O 1.244 -3.415 -2.861
C 2.267 -0.188 -1.293
N 1.856 0.387 -0.140
C 2.437 1.603 0.441
Br 1.127 3.053 0.336
C 3.071 1.375 1.854
C 2.342 2.028 3.055
H -1.750 4.462 -2.954
H -1.501 4.007 -1.223
H -1.300 2.799 -2.560
H -4.000 4.081 -2.451
H -3.587 2.394 -2.780
H -4.159 0.947 -0.256
H -2.556 1.330 -0.972
H -3.390 2.548 1.708
H -1.722 2.361 1.003
H -3.566 0.094 1.971
H -2.217 0.695 2.949
H -1.901 -1.500 1.430
H -1.685 -0.283 0.069
H -0.048 0.829 1.908
H 0.212 -0.967 2.279
H -0.191 -2.231 -0.515
H 1.929 -0.593 -4.108
H 3.353 -1.250 -3.719
H 0.392 -3.396 -3.334
H 3.093 0.255 -1.855
H 3.255 1.893 -0.243
H 3.052 0.278 2.037
H 4.133 1.666 1.838
H 3.001 1.882 3.939
H 1.396 1.523 3.321
H 2.216 3.119 2.966
Cl 4.054 4.511 1.482
C 5.396 5.149 0.496
C 5.131 4.996 -0.982
Cl 5.160 3.285 -1.497
H 6.308 4.636 0.794
H 5.500 6.205 0.745
H 5.905 5.510 -1.551
H 4.166 5.414 -1.261
Cl -1.339 -8.910 -1.578
C -0.592 -7.492 -2.351
C 0.373 -6.786 -1.431
Cl -0.460 -5.987 -0.069
H -1.390 -6.828 -2.680
H -0.061 -7.853 -3.232
H 0.906 -6.008 -1.976
H 1.107 -7.476 -1.017
Cl -0.492 -1.512 4.684
C 0.294 -0.336 5.771
C -0.704 0.432 6.601
Cl -1.678 1.549 5.610
H 0.903 0.331 5.163
H 0.957 -0.905 6.423
H -0.179 1.038 7.339
H -1.385 -0.235 7.127
Cl -1.958 5.346 1.512
C -2.515 6.988 1.925
C -3.018 7.733 0.712
Cl -1.703 8.130 -0.423
H -1.692 7.514 2.405
H -3.321 6.877 2.650
H -3.469 8.676 1.020
H -3.766 7.155 0.172
Cl 3.707 0.317 -6.165
C 3.463 -0.869 -7.475
C 4.753 -1.210 -8.181
Cl 5.381 0.160 -9.127
H 2.726 -0.461 -8.164
H 3.044 -1.765 -7.015
H 4.582 -2.028 -8.880
H 5.524 -1.516 -7.477
Cl -0.046 -8.487 4.346
C 0.972 -7.953 2.986
C 2.127 -7.097 3.444
Cl 1.582 -5.517 4.065
H 0.338 -7.424 2.277
H 1.349 -8.854 2.501
H 2.796 -6.899 2.606
H 2.700 -7.585 4.230
Cl -5.026 -1.856 0.704
C -6.540 -1.004 0.298
C -7.599 -1.944 -0.224
Cl -7.181 -2.599 -1.827
H -6.305 -0.225 -0.426
H -6.889 -0.526 1.213
H -8.542 -1.410 -0.335
H -7.756 -2.782 0.452
```

Results
Charge ... +1
F_max ... 2.512 eV/A
HOMO level ... -11.45 eV
LUMO energy ... -3.09 eV
Orbital gap ... 8.363 eV

Atomic partial charges in e from the Mulliken method, atoms 1 to 99: -0.60, -0.34, -0.39, 0.23, 0.38, -0.51, -0.74, 0.61, -0.14, -1.06, 0.20, 0.14, -0.44, -0.35, -0.39, 0.50, 0.12, 0.05, -0.61, -0.74, 0.40, -0.03, 0.20, 0.40, 0.24, -0.52, 0.35, 0.48, -0.68, 0.40, -0.17, 0.37, 0.48, -0.35, 0.24, 0.65, 0.30, 0.27, 0.31, 0.52, -0.36, 0.45, 0.42, 0.41, -0.10, 0.27, -0.08, -0.57, -0.45, -0.20, 0.32, 0.33, 0.38, 0.30, -0.18, -0.44, -0.22, -0.19, 0.30, 0.33, 0.06, 0.35, -0.15, -0.05, -0.51, -0.16, -0.13, 0.42, 0.32, 0.35, -0.02, -0.62, -0.43, -0.18, 0.33, 0.29, 0.34, 0.30, -0.20, -0.40, -0.46, -0.17, 0.37, 0.24, 0.31, 0.32, -0.18, -0.13, -0.48, -0.16, 0.03, 0.29, 0.28, 0.35, -0.15, -0.50, -0.49, -0.19, 0.29



C27H54BNO10P2S | the ωB97M-V functional and the def2-TZVPD basis

```
96
C27H54BNO10P2S | OMol25 | the ωB97M-V functional and the def2-TZVPD basis
C 4.005 -0.716 4.363
C 2.856 0.027 3.422
C 3.052 0.258 1.791
C 1.898 0.958 0.813
C 0.450 1.495 1.455
C -0.640 2.122 0.409
C -2.206 1.768 0.719
B -2.793 2.876 1.825
N -4.188 2.787 2.461
O -1.955 4.028 2.312
O -2.870 2.278 -0.527
P -4.135 1.303 -1.220
O -5.437 1.799 -0.162
C -4.877 2.685 -2.375
P -6.250 2.038 -3.540
O -7.418 1.237 -2.782
O -7.055 3.476 -4.204
O -5.662 1.152 -4.931
C -3.193 0.783 -2.834
O -2.206 1.523 -3.346
O -3.542 -0.505 -3.515
O -3.712 -0.131 -0.283
C -2.726 0.220 0.792
O -3.523 -0.174 2.001
C -1.678 -1.031 0.682
C -0.826 -1.117 -0.714
C -1.170 -2.500 -1.590
S -0.082 -2.686 -3.120
C 0.270 1.292 3.070
C 1.428 0.593 4.053
H 4.908 -1.118 3.705
H 3.487 -1.699 4.799
H 4.350 -0.075 5.280
H 4.058 -0.122 1.317
H 2.077 1.076 -0.342
H -0.351 1.699 -0.669
H -0.421 3.293 0.334
H -4.019 2.337 3.387
H -4.545 3.773 2.618
H -1.812 3.918 3.318
H -5.162 0.405 -1.767
H -5.836 0.941 0.218
H -4.052 3.318 -2.914
H -5.415 3.435 -1.618
H -7.643 3.116 -4.958
H -5.847 0.158 -4.813
H -3.985 -1.045 1.785
H -2.335 -2.026 0.742
H -0.908 -1.110 1.565
H -0.989 -0.230 -1.459
H 0.339 -1.114 -0.453
H -2.274 -2.328 -1.998
H -1.093 -3.394 -0.838
H 0.800 -1.588 -3.251
H -0.710 1.636 3.607
H 1.266 0.447 5.211
C 3.150 -5.682 -3.666
C 1.761 -6.150 -4.069
C 1.580 -7.668 -3.965
C 2.488 -8.499 -4.880
C 2.371 -8.189 -6.374
C 0.988 -8.472 -6.940
H 3.922 -6.093 -4.324
H 3.211 -4.591 -3.726
H 3.378 -5.978 -2.638
H 1.534 -5.804 -5.084
H 1.027 -5.669 -3.411
H 0.532 -7.911 -4.173
H 1.760 -7.976 -2.928
H 2.261 -9.560 -4.718
H 3.532 -8.366 -4.574
H 3.101 -8.806 -6.914
H 2.644 -7.147 -6.573
H 0.713 -9.521 -6.790
H 0.972 -8.268 -8.015
H 0.224 -7.844 -6.472
C 4.142 6.386 6.485
C 3.678 6.690 5.069
C 2.237 6.248 4.798
C 1.981 4.740 4.913
C 2.842 3.860 4.003
C 2.611 4.119 2.523
H 4.145 5.310 6.687
H 5.162 6.753 6.633
H 3.496 6.874 7.220
H 4.363 6.230 4.348
H 3.744 7.773 4.907
H 1.947 6.591 3.798
H 1.569 6.765 5.498
H 0.923 4.552 4.692
H 2.131 4.424 5.952
H 2.606 2.809 4.213
H 3.904 3.988 4.238
H 1.562 3.955 2.257
H 3.224 3.440 1.922
H 2.881 5.142 2.245
```

Results
Charge ... -2
F_max ... 6.799 eV/A
HOMO level ... -0.82 eV
LUMO energy ... 3.55 eV
Orbital gap ... 4.371 eV

Need the Mulliken charges? In units of e they are: -0.93, 0.62, -0.70, -0.63, 0.83, -0.64, -0.08, 0.59, -0.51, -0.62, -0.45, 0.12, -0.61, -0.81, 0.90, -0.71, -0.56, -0.52, 0.75, -0.77, -0.81, -0.63, 0.74, -0.65, -0.70, -0.24, -0.55, -0.34, 0.12, -0.83, 0.29, 0.25, 0.23, 0.14, 0.31, 0.23, 0.30, 0.25, 0.19, 0.27, 0.09, 0.31, 0.40, 0.24, 0.30, 0.35, 0.47, 0.49, 0.08, 0.07, 0.17, 0.29, 0.39, 0.10, 0.16, 0.17, -1.23, 0.00, -0.75, -0.73, -0.34, -1.18, 0.30, 0.36, 0.29, 0.22, 0.15, 0.31, 0.39, 0.37, 0.31, 0.35, 0.25, 0.29, 0.37, 0.29, -1.19, -0.41, -0.79, -0.58, 0.39, -1.09, 0.28, 0.38, 0.28, 0.25, 0.39, 0.32, 0.42, 0.16, 0.36, -0.41, 0.40, 0.11, 0.33, 0.45



Result set for molar mass: 585.8; 999.6; 1039.8; 657.6 g/mol, one per record in the order listed.